Molecular formula: C3H11NSi
Method: DFT, wB97M-V/def2-TZVPD

Computed properties:
- max |F| (eV/Å) = 7.0
- ΔE to the lowest compared entry with this formula, charge and spin (kcal per mole) = 89.0
- highest occupied orbital energy (Ha) = -0.253
- DFT total energy (eV) = -12653.287

Positions of all 16 atoms, in Å:
C  -1.662  -1.113  -0.165
C  -1.747  0.352  -0.461
C  0.058  1.318  0.612
N  1.172  0.804  -0.154
Si  2.141  -0.591  0.027
H  -1.016  -1.637  -0.752
H  -1.395  -1.246  0.880
H  -2.610  -1.488  -0.306
H  -2.279  0.936  0.263
H  -1.331  0.872  -1.364
H  -0.160  2.296  0.449
H  0.149  0.725  1.551
H  1.510  1.439  -0.838
H  3.610  -0.253  0.317
H  2.091  -1.352  -1.357
H  1.470  -1.063  1.298

Results of the Mulliken charge analysis, in e, for atoms 1 through 5: -0.975, -0.583, -0.820, -0.085, 0.121

---

Molecular formula: C35H41LaN4O6S2Te
Method: DFT, wB97M-V/def2-TZVPD

Computed properties:
- max |F| (eV/Å) = 7.9
- ΔE to the lowest compared entry with this formula, charge and spin (kcal per mole) = 63.0
- highest occupied orbital energy (spin up / spin down) (Ha) = -0.177 / -0.171
- multiplicity = 2
- DFT total energy (eV) = -85032.787
- net charge = -1

Positions of all 90 atoms, in Å:
La  -0.589  0.671  1.398
O  0.800  -1.008  1.400
S  1.856  -0.236  2.162
O  2.545  -1.098  3.087
O  2.755  0.414  1.205
O  1.084  0.812  2.903
C  -3.077  2.891  4.990
C  -4.217  1.971  4.517
C  -3.860  1.702  3.049
O  -2.449  1.824  2.986
C  -2.154  2.977  3.760
H  -2.549  2.448  5.833
H  -3.440  3.874  5.288
H  -5.197  2.433  4.615
H  -4.217  1.037  5.078
H  -4.330  2.451  2.398
H  -4.143  0.706  2.705
H  -2.378  3.876  3.168
H  -1.088  2.952  3.994
S  -2.940  0.139  0.060
C  -2.789  1.737  -0.301
N  -2.818  2.859  -0.584
N  -0.657  0.168  4.918
C  -1.574  -0.756  4.552
C  -2.321  -1.450  5.528
C  -3.268  -2.361  5.134
C  -3.483  -2.563  3.774
C  -2.731  -1.827  2.880
N  -1.802  -0.940  3.239
H  -0.318  0.117  5.866
H  0.042  0.437  4.207
H  -2.128  -1.253  6.573
H  -3.832  -2.923  5.864
H  -4.214  -3.273  3.421
H  -2.887  -1.949  1.815
C  5.012  -4.980  -4.238
C  4.196  -3.969  -3.483
C  3.547  -2.944  -4.153
C  2.803  -1.989  -3.473
C  2.176  -0.878  -4.259
C  2.661  -2.046  -2.081
Te  1.753  -0.162  -1.014
N  0.520  1.484  -0.294
C  0.705  2.613  0.325
O  -0.010  2.925  1.340
C  1.643  3.624  -0.247
C  1.352  4.977  -0.102
C  2.159  5.929  -0.700
C  3.268  5.541  -1.434
C  3.570  4.195  -1.563
C  2.761  3.238  -0.976
C  -0.082  -0.533  -2.077
C  -0.806  -1.712  -1.881
C  -0.247  -2.838  -1.062
C  -2.057  -1.866  -2.469
C  -2.626  -0.860  -3.235
C  -3.988  -0.997  -3.849
C  -1.900  0.304  -3.421
C  -0.645  0.486  -2.857
C  0.073  1.769  -3.139
C  3.341  -3.066  -1.406
C  3.255  -3.152  0.091
C  4.085  -4.013  -2.102
H  5.066  -4.713  -5.291
H  4.569  -5.972  -4.158
H  6.024  -5.032  -3.840
H  3.633  -2.878  -5.231
H  2.534  -0.882  -5.287
H  2.421  0.073  -3.786
H  1.093  -0.973  -4.259
H  0.481  5.255  0.474
H  1.918  6.980  -0.605
H  3.895  6.287  -1.906
H  4.435  3.892  -2.136
H  3.005  2.181  -1.055
H  0.456  -2.450  -0.322
H  0.278  -3.542  -1.712
H  -1.048  -3.369  -0.547
H  -2.603  -2.783  -2.298
H  -4.414  -1.979  -3.661
H  -3.936  -0.839  -4.927
H  -4.654  -0.244  -3.430
H  -2.324  1.107  -4.009
H  0.074  1.970  -4.210
H  1.101  1.711  -2.773
H  -0.431  2.590  -2.629
H  3.041  -2.174  0.526
H  4.184  -3.526  0.517
H  2.454  -3.831  0.389
H  4.595  -4.798  -1.556

Results of the Mulliken charge analysis, in e, for atoms 1 through 5: 1.248, -0.239, 1.252, -0.788, -0.600

---

Q: Look up the DFT total energy of the second one.
A: -85032.787 eV

---

Q: Which of these has the lowest ΔE to the lowest compared entry with this formula, charge and spin?
A: C35H41LaN4O6S2Te